ORCA calculation (ωB97M-V/def2-TZVPD) on 2 unconnected molecules or ions with the total composition C6H14N2O3 at a distorted geometry.

Geometry as XYZ:
```
25
Properties=species:S:1:pos:R:3:forces:R:3
H -0.5072 -1.3093 -3.2571 -0.01 -0.29 0.92
C 1.4463 2.6322 -0.4879 1.39 0.90 2.02
H -0.3829 3.3972 -1.1097 0.61 1.06 -1.42
C -1.1814 -2.4787 1.8757 -1.53 -1.64 0.25
H -0.9492 1.6546 0.9631 -0.08 0.10 -0.47
H 1.8777 2.0143 0.3421 -1.40 0.28 0.04
C 0.0377 -1.7613 -0.0467 1.14 -0.29 3.90
H -0.4792 -3.3296 2.0503 -0.03 0.90 0.65
H 1.9621 2.1428 -1.2373 0.81 -0.56 -2.39
C 1.2617 -1.6817 0.7822 -1.02 2.55 -5.80
H -0.0713 3.0048 1.5480 -1.41 0.40 -2.11
O -1.1193 -2.2255 0.5120 -0.63 -0.78 -2.55
O 1.3848 -1.9037 1.9451 0.75 -1.38 4.53
H 1.9650 3.6109 -0.2894 -0.78 -0.39 -0.38
C -0.8631 -1.5480 -2.2255 -2.15 3.89 -0.89
O 2.3165 -1.0460 0.1168 -0.44 -0.47 0.87
N 0.0226 2.6182 -0.6659 -0.40 -0.71 1.77
H 1.9205 -0.6468 -0.6830 -0.14 -0.41 -0.04
H -0.9801 -1.5127 2.2595 0.33 0.31 1.84
H -1.6897 3.1490 0.4119 0.63 0.20 0.61
H -2.2418 -2.8933 2.2042 2.01 1.08 -1.09
C -0.7101 2.6725 0.5950 0.63 -1.36 2.34
H -1.7255 -0.7008 -2.0355 1.86 -1.72 -0.36
H -1.4819 -2.4407 -2.3035 0.52 -0.62 0.69
N 0.1880 -1.4185 -1.2645 -0.66 -1.05 -2.92
```
Forces are in eV/Å.

## Properties
Gap between HOMO and LUMO (spin up / spin down) ... 7.0 / 4.8 eV
Multiplicity ... 3
Electronic energy ... -571.9900 Eh